Formula: C23H42Br12ClFO5S
Source: the OMol25 dataset
Level of theory: ωB97M-V/def2-TZVPD

Summary:
* E: -901352.9403 eV
* LUMO: 0.005 hartree
* SMILES string: CCCCCCCC[C@H]1OC(=O)O[C@@]1(Cl)S(=O)(=O)F.BrCCBr.BrCCBr.BrCCBr.BrCCBr.BrCCBr.BrCCBr

Cartesian coordinates (Å):
1 Br 9.1335 1.1044 -5.5261
2 Br -6.6760 4.6173 2.5750
3 Br 4.8846 -1.7749 -8.0137
4 Br -7.5541 7.7354 4.3408
5 Br 0.0433 -0.3022 -3.3645
6 Br -1.5916 4.6229 1.7337
7 Br 6.6776 3.3344 -3.9113
8 Br -4.1290 -3.8309 1.8100
9 Br -3.0546 3.2582 4.8291
10 Br -1.5377 -6.4566 1.7556
11 Br -0.0585 2.4392 -0.9308
12 Br 2.5880 -3.0872 -5.4379
13 Cl 2.9437 0.6248 0.8468
14 S 3.9103 -1.1185 -1.3145
15 F 5.0005 0.0567 -1.2616
16 O 4.4674 -2.3626 -1.7121
17 O 2.9373 -0.6834 -2.2520
18 O 3.7843 -1.7886 1.4020
19 O 3.1801 -1.4152 3.5609
20 O 1.5887 -1.3981 1.9416
21 C -6.5186 5.0695 4.4623
22 C 2.8627 -1.5258 2.4742
23 C -1.6401 -1.2864 0.3669
24 C 7.0761 1.4590 -3.5672
25 C -2.6823 5.1056 4.3350
26 C -0.4049 -2.8872 -1.2568
27 C -0.2329 2.4947 -2.8719
28 C -1.4969 1.2672 1.5471
29 C 1.5186 -3.2682 0.4989
30 C 0.7164 -3.8221 -0.7247
31 C 4.8511 -1.4587 -6.0926
32 C -2.9842 5.3541 2.8809
33 C -7.6931 5.8855 4.9326
34 C -3.0494 -0.6903 0.7257
35 C 1.7222 -1.7293 0.5143
36 C -1.6312 -2.7170 -0.2970
37 C -2.8986 0.8626 0.9737
38 C -3.7859 -5.2682 3.0774
39 C 8.5529 1.1845 -3.6690
40 C -1.0265 1.3212 -3.3776
41 C -2.3079 -5.4925 3.2630
42 C 4.4951 -2.7103 -5.3343
43 C 3.1519 -1.1325 0.3392
44 H -7.7129 5.9351 6.0202
45 H 4.7022 -2.5857 -4.2717
46 H -0.7800 1.3505 0.6945
47 H -4.3104 -6.1463 2.7108
48 H -3.3249 -1.1029 1.7180
49 H -0.7481 3.4296 -3.0890
50 H 5.0121 -3.5934 -5.6995
51 H -2.5639 -2.8840 -0.8770
52 H -5.5680 5.5797 4.5872
53 H 6.4826 0.8757 -4.2662
54 H 0.2152 -4.7520 -0.3731
55 H 0.0438 -1.9253 -1.5819
56 H -1.5682 2.2903 1.9823
57 H 0.7742 2.5375 -3.2784
58 H -6.4833 4.1129 4.9810
59 H 4.1553 -0.6423 -5.9182
60 H 0.9816 -1.0714 0.0359
61 H -1.6459 5.3010 4.5962
62 H -4.2423 -4.9410 4.0102
63 H -1.1129 0.5651 2.3107
64 H -3.8072 -0.9265 -0.0419
65 H -1.3116 1.4727 -4.4174
66 H -3.6395 1.2043 1.7253
67 H -1.1283 -0.6074 -0.3524
68 H -1.9171 1.1175 -2.7878
69 H 6.7214 1.2752 -2.5552
70 H -8.6463 5.5083 4.5727
71 H -3.9240 4.9128 2.5555
72 H 2.5282 -3.7358 0.4617
73 H -0.9726 -1.3357 1.2526
74 H -3.0224 1.4432 0.0342
75 H -0.7803 -3.3539 -2.1945
76 H 9.1619 1.9387 -3.1785
77 H -3.3317 5.7067 4.9701
78 H 1.0683 -3.6468 1.4348
79 H -1.7464 -4.5676 3.3667
80 H -2.9966 6.4227 2.6698
81 H 5.8599 -1.1326 -5.8409
82 H 1.3738 -4.1560 -1.5542
83 H -2.1225 -6.1253 4.1295
84 H 8.7890 0.2054 -3.2550
85 H -1.5947 -3.5436 0.4418

Here are the Löwdin charges for atoms 1 to 4, given in e: 0.60, 0.65, 0.61, 0.61